No. 1
57
Properties=species:S:1:pos:R:3:forces:R:3 method="wB97M-V/def2-TZVPD" total_energy_ha=-1395.80686 smiles="O=C1c2cccc(OCC(=O)N3CCCc4ccccc43)c2CCN1Cc1cccnc1" largest_force_ha_per_bohr=0.0123
O -2.61961 -1.71171 -1.89452 -0.08 -0.31 -0.06
C -2.05389 -1.10966 -0.99744 -0.03 0.15 -0.18
N -2.41196 0.14743 -0.63169 -0.08 0.21 -0.14
C -1.80847 0.80692 0.50624 0.34 0.05 0.31
C -0.29858 0.60539 0.48373 -0.19 0.05 0.07
C -0.01416 -0.86560 0.42350 0.10 0.07 0.11
C -0.90110 -1.68853 -0.25789 0.38 -0.27 0.19
C -0.69510 -3.06349 -0.31197 -0.09 0.00 -0.07
C 0.38349 -3.61350 0.34741 -0.10 0.02 -0.12
C 1.28868 -2.80265 1.01437 0.24 0.27 0.23
C 1.11939 -1.42350 1.02503 -0.33 -0.22 -0.09
O 1.97832 -0.52816 1.59663 -0.15 -0.02 0.04
C 3.27881 -0.91860 1.97567 0.24 -0.10 0.29
H 3.58712 -1.86274 1.52053 -0.06 0.07 0.02
C 4.28610 0.17578 1.60296 -0.20 -0.31 0.24
O 5.12869 0.52271 2.40644 0.00 -0.10 0.23
N 4.17831 0.75172 0.37812 0.22 0.29 -0.25
C 3.31694 0.36501 -0.66582 -0.34 -0.24 -0.48
C 3.22855 -0.96547 -1.06797 0.08 0.08 -0.09
C 2.37229 -1.34222 -2.08345 0.05 -0.04 0.03
C 1.61673 -0.38567 -2.73945 -0.06 0.03 -0.08
C 1.76547 0.94561 -2.40002 0.11 -0.10 0.01
C 2.61523 1.34403 -1.37448 0.02 -0.05 0.02
C 2.78917 2.81385 -1.09350 0.03 0.12 0.14
C 3.65626 3.08562 0.13349 0.10 -0.05 -0.19
C 4.78378 2.05999 0.18865 0.13 0.38 0.29
H 5.45463 2.24162 1.02905 -0.05 -0.04 -0.20
H 5.35648 2.06020 -0.74317 0.02 0.00 0.05
H 4.06221 4.09678 0.09584 -0.02 0.03 0.04
H 3.06179 2.99042 1.04446 0.04 0.03 0.06
H 1.81085 3.28596 -0.97538 0.00 0.02 -0.07
H 3.25610 3.26462 -1.97577 -0.05 0.03 0.03
H 1.21211 1.70252 -2.93880 -0.07 0.09 -0.05
H 0.93273 -0.67446 -3.52192 -0.07 -0.03 -0.10
H 2.29936 -2.38099 -2.36570 -0.02 -0.12 -0.01
H 3.84873 -1.70802 -0.59051 0.05 -0.07 0.06
H 3.33072 -1.03102 3.06635 0.05 0.04 -0.26
H 2.11847 -3.26298 1.52877 0.08 -0.01 0.05
H 0.53602 -4.68217 0.34367 0.01 -0.09 0.00
H -1.39404 -3.67233 -0.86328 -0.06 -0.05 -0.05
H 0.16001 1.04066 1.37087 -0.02 0.05 -0.02
H 0.12767 1.09274 -0.39698 -0.02 0.06 0.07
H -2.05576 1.87029 0.45342 -0.01 -0.09 0.02
H -2.22400 0.40713 1.44255 0.03 0.14 -0.05
C -3.58054 0.75794 -1.22789 -0.10 -0.19 -0.30
C -4.71905 0.86336 -0.25102 -0.13 0.19 0.11
C -5.12449 -0.24668 0.48738 0.23 0.14 -0.26
N -6.10117 -0.21978 1.37311 -0.15 -0.46 0.26
C -6.74008 0.92168 1.56758 -0.15 0.36 0.02
C -6.43002 2.08890 0.88736 0.00 -0.06 0.01
C -5.39595 2.05618 -0.03422 0.03 -0.21 0.01
H -5.12036 2.94665 -0.58334 0.05 0.07 -0.04
H -6.97798 2.99937 1.07502 -0.06 0.06 0.04
H -7.53413 0.89343 2.30186 -0.08 0.10 0.05
H -4.63512 -1.20297 0.35254 0.12 -0.08 -0.07
H -3.86593 0.11405 -2.06702 0.07 0.22 0.09
H -3.31853 1.75058 -1.61237 -0.05 -0.08 0.03



No. 2
59
Properties=species:S:1:pos:R:3:forces:R:3 method="wB97M-V/def2-TZVPD" total_energy_ha=-2192.09927 smiles="C=CCN(CC=C)S(=O)(=O)c1ccc(NC(=S)NC(=O)/C=C/c2cccc3ccccc23)cc1" largest_force_ha_per_bohr=0.0221
C 3.44750 -0.07759 9.42526 0.02 0.02 0.11
C 2.48617 -0.25185 8.53858 0.04 -0.07 -0.16
C 2.61912 -1.07616 7.29407 -0.17 -0.40 0.38
N 2.31201 -0.32586 6.08571 -0.94 0.06 -0.24
S 0.66762 -0.01127 5.87419 -0.03 -0.21 -0.49
O -0.05990 -1.10324 6.45454 0.20 -0.22 0.04
O 0.33125 1.32159 6.29502 0.18 0.09 -0.20
C 0.50188 -0.11993 4.09917 -0.03 0.01 0.51
C 0.91743 -1.27173 3.46119 -0.10 0.12 0.06
C 0.78138 -1.39361 2.09064 0.03 -0.10 -0.02
C 0.21239 -0.35161 1.35752 0.21 -0.16 0.70
C -0.21488 0.80476 2.02121 0.03 -0.16 -0.01
C -0.07013 0.91842 3.38771 -0.08 -0.01 0.09
H -0.38714 1.80011 3.92083 -0.03 0.16 -0.02
H -0.66197 1.60685 1.45201 -0.05 0.10 -0.04
N 0.02032 -0.37067 -0.01610 -0.41 0.53 -0.92
C 0.31710 -1.28292 -0.95466 0.21 -0.26 0.34
S 1.08183 -2.73384 -0.78339 0.17 -0.35 -0.02
N -0.07170 -0.95178 -2.24715 -0.16 0.23 -0.29
C -0.70316 0.18596 -2.69583 0.02 0.11 0.36
O -1.00709 1.10741 -1.94925 -0.05 0.08 -0.05
C -0.97574 0.18116 -4.13187 -0.29 0.41 -0.48
C -1.54827 1.24593 -4.71390 0.37 -0.35 0.65
C -1.83313 1.40857 -6.12648 -0.03 0.39 -0.54
C -1.56755 2.64295 -6.68830 -0.03 -0.40 0.36
C -1.67601 2.85574 -8.06474 -0.07 -0.07 -0.39
C -2.07296 1.83677 -8.88649 0.09 0.24 0.12
C -2.42438 0.57938 -8.35373 0.04 -0.05 0.26
C -2.89093 -0.45949 -9.18712 -0.09 -0.20 -0.02
C -3.28347 -1.65789 -8.66224 0.03 0.14 -0.26
C -3.25293 -1.85573 -7.27457 0.07 0.07 0.28
C -2.79060 -0.87378 -6.44164 -0.10 -0.31 0.02
C -2.32744 0.35619 -6.95304 -0.01 0.14 -0.26
H -2.81125 -1.02634 -5.37378 0.01 -0.05 0.03
H -3.60755 -2.78957 -6.86395 -0.03 -0.05 0.07
H -3.64079 -2.44798 -9.30560 -0.03 -0.04 -0.08
H -2.94544 -0.28023 -10.25123 0.00 0.00 -0.10
H -2.13991 1.98435 -9.95455 -0.02 0.03 -0.10
H -1.43329 3.82593 -8.47158 0.02 0.06 -0.06
H -1.22267 3.44708 -6.05446 0.01 0.06 0.09
H -1.74672 2.10325 -4.08000 0.00 0.01 0.10
H -0.67597 -0.68769 -4.69842 -0.02 -0.08 -0.12
H 0.16550 -1.66771 -2.92314 -0.02 0.11 0.20
H -0.44482 0.46337 -0.40309 0.15 -0.29 0.07
H 1.10893 -2.29086 1.59375 -0.02 0.05 0.03
H 1.34697 -2.06835 4.04673 0.10 -0.16 -0.01
C 3.12040 0.86271 5.86815 0.18 0.50 -0.13
C 3.11934 1.22586 4.41721 0.33 0.12 0.03
C 2.83011 2.42794 3.95693 0.12 0.06 -0.04
H 2.85240 2.65527 2.90487 0.04 -0.01 -0.22
H 2.55511 3.23189 4.61872 -0.11 0.15 0.20
H 3.38682 0.42108 3.74560 0.02 -0.06 -0.16
H 4.14206 0.62826 6.18497 -0.12 -0.05 0.03
H 2.74837 1.70246 6.46806 0.22 -0.05 -0.01
H 1.89549 -1.89491 7.32231 0.25 -0.06 0.10
H 3.62875 -1.48735 7.19620 -0.10 0.04 -0.03
H 1.52017 0.22203 8.65068 -0.12 0.12 0.18
H 3.30947 0.52359 10.30747 -0.08 0.12 0.16
H 4.41312 -0.54516 9.31337 0.19 -0.11 -0.10



No. 3
61
Properties=species:S:1:pos:R:3:forces:R:3 method="wB97M-V/def2-TZVPD" total_energy_ha=-9224.75512 charge=+3 largest_force_ha_per_bohr=0.0225
Ta -1.74274 -0.84724 0.50506 0.32 0.38 0.21
Se 0.76311 -0.46130 0.18700 -0.45 -0.16 0.06
P 0.76863 -2.67658 -0.12053 0.07 0.20 0.15
Se -1.41364 -3.14717 -0.46517 -0.22 0.31 0.03
C 1.73082 -3.09853 -1.54328 -0.12 0.17 -0.15
C 1.62461 -4.41152 -2.01577 0.05 0.03 -0.01
C 2.46147 -4.81768 -3.03739 -0.01 -0.03 0.00
C 3.38302 -3.92547 -3.57889 0.01 0.01 -0.01
C 3.47509 -2.62131 -3.10962 -0.01 0.02 0.01
C 2.64326 -2.19206 -2.08714 -0.02 -0.14 -0.05
C 1.34316 -3.50169 1.34062 -0.15 -0.07 0.02
C 2.52858 -3.02340 1.90809 -0.02 -0.10 0.05
C 3.09901 -3.72970 2.95243 0.01 0.02 -0.01
C 2.49681 -4.89578 3.41625 0.02 0.01 0.02
C 1.32365 -5.36702 2.84245 -0.04 -0.01 -0.03
C 0.73451 -4.67098 1.79742 0.07 0.03 0.06
H 0.90860 -5.10702 -1.59146 0.03 -0.01 0.00
H 2.40026 -5.83100 -3.41030 0.00 0.01 -0.01
H 4.03572 -4.25188 -4.37822 -0.01 0.00 0.02
H 4.19398 -1.93767 -3.54098 -0.01 -0.01 0.01
H 2.71539 -1.17694 -1.72035 0.02 0.01 -0.02
H 3.00374 -2.12136 1.54018 0.02 -0.01 0.01
H 4.01805 -3.37637 3.40077 -0.02 0.00 0.00
H 2.95004 -5.44232 4.23341 0.00 0.00 -0.03
H 0.87140 -6.28250 3.19995 0.00 0.02 0.01
H -0.17722 -5.04188 1.34595 0.00 -0.02 0.01
C -1.72387 2.97824 -1.80715 -0.02 0.06 -0.06
C -1.90567 1.66551 -1.44044 0.00 0.03 0.05
N -1.84963 1.29404 -0.14773 -0.03 -1.04 0.51
C -1.58511 2.22086 0.80865 -0.08 -0.02 -0.04
C -1.33093 3.54385 0.51262 0.01 0.08 0.08
C -1.42512 3.91892 -0.83172 -0.01 0.05 -0.07
C -1.02431 4.49278 1.60304 -0.11 -0.09 -0.01
C -0.01822 5.36405 1.63678 0.13 0.07 -0.08
C 1.05646 5.54810 0.63835 -0.16 -0.10 0.10
C 1.84493 6.68093 0.68091 0.07 0.13 0.04
C 2.83347 6.80206 -0.28811 0.04 -0.09 -0.11
N 3.03962 5.86033 -1.20471 -0.13 -0.01 0.13
C 2.23807 4.80202 -1.14574 -0.05 0.03 0.06
N 1.24866 4.59112 -0.28077 0.18 0.04 -0.13
H -1.81033 3.25834 -2.84796 0.04 0.01 0.01
H -2.08885 0.89325 -2.17742 0.00 -0.04 0.01
H -1.56870 1.88103 1.83990 0.04 -0.06 -0.03
H -1.27856 4.95525 -1.10667 -0.01 -0.03 0.02
H -1.69098 4.45373 2.45813 -0.01 -0.01 -0.02
H 0.04691 6.00983 2.50515 -0.01 0.01 -0.02
H 1.69809 7.44327 1.43426 0.01 0.00 -0.03
H 3.47606 7.67315 -0.32997 0.01 0.00 0.01
H 2.40955 4.02659 -1.88509 0.00 0.02 0.00
Se -2.71707 -1.96137 5.04769 0.00 0.02 -0.07
C -2.36362 -1.49265 3.49838 0.23 0.10 -0.35
N -2.09381 -1.13301 2.33579 -0.13 0.26 -0.38
C -5.03298 0.60893 0.29424 -0.01 0.01 -0.01
S -4.29644 -0.97204 -0.18782 0.45 -0.09 0.08
C -4.60839 -1.02232 -1.96622 -0.01 -0.01 -0.01
H -4.76534 1.37807 -0.42710 0.01 0.01 0.03
H -4.67458 0.87050 1.28808 -0.02 -0.02 0.01
H -6.11138 0.46484 0.32856 0.00 0.01 -0.02
H -5.69030 -0.99012 -2.08759 0.01 0.00 -0.03
H -4.23404 -1.97023 -2.34612 0.02 0.00 0.00
H -4.14288 -0.18147 -2.47265 -0.03 0.01 -0.02



No. 4
63
Properties=species:S:1:pos:R:3:forces:R:3 method="wB97M-V/def2-TZVPD" total_energy_ha=-3185.54655 largest_force_ha_per_bohr=0.0063 spin_multiplicity=3
Ti 0.20281 0.15223 -0.43767 0.19 0.24 -0.10
N 1.62542 -3.97750 -1.74377 0.01 -0.03 0.01
C 1.01834 -2.83186 -1.28535 0.05 0.04 -0.03
S 1.68098 -1.32930 -1.89853 -0.06 -0.05 0.05
N 0.04513 -2.99763 -0.44931 -0.02 0.00 -0.01
N -0.50437 -1.82181 0.06763 -0.01 -0.12 -0.02
C -1.41292 -2.05274 0.94930 -0.01 -0.03 0.03
C -2.18174 -1.06360 1.67944 -0.03 0.04 0.08
C -2.97979 -1.54378 2.72828 0.01 -0.01 -0.01
C -3.74866 -0.71082 3.51213 -0.01 -0.01 0.01
C -3.73968 0.65734 3.23835 0.04 -0.01 -0.04
C -2.98146 1.15952 2.20221 -0.07 0.03 0.04
C -2.18331 0.32822 1.39102 0.03 -0.05 -0.08
O -1.49035 0.85627 0.41784 -0.03 0.01 0.01
H 2.13620 -3.88739 -2.60442 -0.01 0.00 0.00
H 1.09746 -4.82664 -1.61776 0.00 0.00 0.00
H -1.61197 -3.09805 1.18560 -0.01 0.00 -0.01
H -2.97677 -2.61167 2.92041 -0.01 0.00 0.01
H -4.34857 -1.11131 4.31798 0.00 0.00 0.00
H -4.33699 1.33337 3.83859 0.00 0.00 0.00
H -2.98588 2.21838 1.97201 0.01 0.00 -0.01
N -1.37216 2.30377 -3.83621 0.00 -0.05 0.00
C -2.22224 1.23690 -4.08008 -0.01 0.02 -0.02
C -3.23169 1.03157 -5.01450 0.02 0.01 0.02
C -3.88464 -0.18407 -4.95743 0.00 0.00 0.00
C -3.54604 -1.16243 -4.00768 0.00 -0.01 -0.01
C -2.54254 -0.95421 -3.08469 0.01 0.02 0.01
C -1.87897 0.26933 -3.13058 -0.01 -0.04 0.00
N -0.85009 0.74582 -2.34005 0.01 -0.02 0.05
C -0.58235 1.94343 -2.78452 -0.02 0.11 -0.06
C 0.47770 2.73092 -2.17819 -0.01 -0.05 0.07
C 1.01305 3.92331 -2.54655 0.01 0.03 -0.04
S 2.30572 4.32239 -1.50427 0.00 -0.03 0.02
C 2.05070 2.87728 -0.62998 0.07 0.10 -0.02
N 1.07088 2.14517 -1.07493 -0.07 -0.07 0.03
H -1.35158 3.18000 -4.32481 0.00 0.00 0.00
H -3.49661 1.78192 -5.74760 0.00 0.00 0.00
H -4.67890 -0.38778 -5.66343 0.00 -0.01 0.00
H -4.08708 -2.09919 -4.00239 -0.01 0.00 -0.01
H -2.26866 -1.69781 -2.34730 0.01 0.00 0.00
H 0.74168 4.56423 -3.36855 -0.02 -0.02 -0.01
H 2.68232 2.58422 0.19446 -0.03 -0.04 0.01
O 3.77385 0.36176 -0.05606 -0.01 -0.02 -0.01
C 4.51201 -0.19344 1.01954 0.01 -0.01 -0.02
C 4.00097 -1.54800 1.48850 -0.03 0.03 0.00
C 2.48226 -1.60705 1.71275 0.04 0.00 0.04
C 1.92979 -0.40350 2.41635 0.01 -0.05 -0.04
C 2.27409 -0.13305 3.73779 0.01 0.01 0.02
C 1.77690 0.99374 4.36201 -0.02 0.00 -0.03
C 0.93799 1.83251 3.64290 0.02 -0.01 0.04
C 0.63298 1.49578 2.33961 0.02 0.06 0.06
N 1.11248 0.40412 1.72614 -0.04 -0.01 0.00
H 3.43126 -0.34644 -0.63029 0.01 0.02 0.02
H 4.44687 0.53122 1.83671 0.00 -0.01 0.00
H 5.57113 -0.28521 0.75213 0.00 0.02 -0.01
H 4.53881 -1.79911 2.40776 0.00 -0.01 0.00
H 4.25703 -2.31555 0.75326 0.02 0.00 0.01
H 2.24637 -2.50597 2.28737 -0.04 0.00 -0.02
H 1.97674 -1.69874 0.75597 0.01 -0.01 0.00
H 2.92727 -0.81812 4.26319 0.00 -0.01 -0.01
H 2.03175 1.21263 5.39095 0.00 0.00 0.00
H 0.51104 2.72152 4.08497 0.00 0.00 -0.01
H -0.04399 2.10492 1.75374 0.01 -0.02 -0.02